(1)
Molecular formula: C33H44N10O3Se4Sn
Method: DFT, the ωB97M-V functional and the def2-TZVPD basis

The geometry in XYZ format:
```
95
C33H44N10O3Se4Sn (the ωB97M-V functional and the def2-TZVPD basis)
Sn -0.44661 -1.25658 -2.15710
N 0.11700 0.54234 -3.88535
C -1.06968 1.19709 -4.43452
C -2.35569 0.44753 -4.12539
O -3.41995 0.89289 -4.59920
N -2.22424 -0.61260 -3.32913
C -3.44953 -1.31100 -2.99352
C -3.17865 -2.62880 -2.27620
O -4.14081 -3.34709 -1.99196
O -1.93895 -2.89028 -2.01351
H 0.80394 1.20888 -3.56618
H 0.57616 -0.01973 -4.61919
H -1.02033 1.31599 -5.51836
H -1.18747 2.19027 -3.99936
H -4.04555 -1.51892 -3.88226
H -4.07910 -0.70591 -2.32614
N 0.90666 1.96323 -0.36311
C 2.13679 2.56452 -0.43786
C 2.49316 3.62769 0.37220
C 3.74646 4.26082 0.24375
C 4.68356 3.81294 -0.64438
C 4.37445 2.70528 -1.47653
C 5.30147 2.12191 -2.37480
C 4.92450 1.07130 -3.15745
C 3.58485 0.62059 -3.09627
N 2.70950 1.12900 -2.26352
C 3.08977 2.12216 -1.42339
H 0.39943 2.06342 0.50018
H 0.81216 1.02727 -0.75346
H 1.79077 3.97137 1.12634
H 3.97075 5.11170 0.87783
H 5.65482 4.29159 -0.72716
H 6.30675 2.52881 -2.42194
H 5.61612 0.58415 -3.83343
H 3.23412 -0.17943 -3.75571
Se 3.17299 -4.17709 -1.14680
Se 2.71807 -4.08743 -3.39887
Se 0.71406 -2.94462 -4.09852
Se 1.59519 -1.74290 -5.87678
C 2.85632 -2.12250 3.57582
N 1.66054 -1.39543 3.19498
C 0.50306 -1.69985 4.00326
C 1.54980 -0.95907 1.86350
N 0.54393 -1.14344 1.08355
C -0.27670 -2.26598 1.27749
C 0.33359 -3.49529 1.42831
C -0.40509 -4.67454 1.60967
C -1.76427 -4.62201 1.67310
C -2.44507 -3.39501 1.49830
C -3.85991 -3.39194 1.53481
C -4.55762 -2.24792 1.31231
C -3.86836 -1.05455 1.04152
C -2.48628 -0.98856 1.00827
N -1.91177 0.21509 0.56102
C -2.34205 1.36360 0.92761
N -2.25921 2.44112 0.06807
C -2.27415 2.24104 -1.37498
C -2.10054 3.80847 0.50506
N -2.85572 1.71091 2.19255
C -2.57382 0.86115 3.33019
C -4.16955 2.32598 2.24958
C -1.71663 -2.18737 1.25705
N 2.60701 -0.16698 1.43061
C 3.28351 -0.59599 0.20339
C 3.44826 0.55996 2.35995
H 2.60670 -3.17109 3.77719
H 3.31573 -1.69540 4.47544
H 3.58251 -2.11206 2.76514
H 0.62517 -1.25390 4.99949
H 0.35183 -2.77886 4.12138
H -0.38791 -1.29194 3.54712
H 1.41109 -3.55245 1.34350
H 0.12347 -5.61877 1.68043
H -2.35208 -5.52080 1.82226
H -4.37726 -4.33138 1.69354
H -5.64128 -2.25407 1.29580
H -4.42542 -0.16315 0.77169
H -2.16042 1.18251 -1.59844
H -3.22171 2.58452 -1.80803
H -1.45107 2.78832 -1.83761
H -1.96506 3.84697 1.58335
H -2.96918 4.42408 0.23728
H -1.22138 4.24712 0.01819
H -1.62501 0.36090 3.17455
H -3.34391 0.10026 3.49369
H -2.49654 1.48416 4.22907
H -4.40522 2.81332 1.30442
H -4.20208 3.07656 3.04646
H -4.94324 1.57485 2.45052
H 2.55842 -0.76109 -0.58585
H 3.82854 -1.53282 0.34021
H 3.98621 0.18293 -0.10341
H 2.89639 0.77337 3.27398
H 3.73706 1.50827 1.89628
H 4.36946 0.01834 2.62438
```

LUMO ... 0.1367 Eh
Orbital gap ... 0.1664 hartree
Total charge ... -2

Here are the Mulliken charges for atoms 1 to 2, given in e: atom 1 (Sn): 1.31, atom 2 (N): -0.05

***

(2)
Molecular formula: C33H44N5
Method: DFT, the ωB97M-V functional and the def2-TZVPD basis

The geometry in XYZ format:
```
82
C33H44N5 (the ωB97M-V functional and the def2-TZVPD basis)
C -2.50599 -0.73379 2.93955
N -1.13256 -0.29782 2.86600
C -0.80830 0.97839 2.24103
C 0.70137 1.02150 2.30645
N 1.04513 -0.26592 2.88084
C 2.42248 -0.60244 3.11894
C -0.03822 -0.97010 3.22486
C -0.02784 -2.37496 3.77908
H -2.61277 -1.66506 3.50019
H -3.10434 0.03967 3.43539
H -2.90768 -0.88369 1.92767
H -1.19038 1.00386 1.20780
H -1.25980 1.80442 2.81035
H 1.15590 1.13757 1.31208
H 1.04767 1.84562 2.94739
H 2.60716 -1.66968 2.95071
H 3.05514 -0.03386 2.42507
H 2.73594 -0.34652 4.14555
H 0.65959 -2.92777 3.12597
H -1.01733 -2.79333 3.56604
C -4.03527 -1.09984 9.96591
N -3.48532 -0.40301 8.82575
C -3.92325 0.96504 8.65774
C -2.52888 -0.95366 8.02314
C -1.81178 -0.13759 7.10816
C -0.86086 -0.69895 6.27114
C -0.64646 -2.08064 6.23705
C 0.34050 -2.67387 5.22804
C 0.52651 -4.18978 5.34031
C 1.64199 -4.91631 5.00918
C 1.63750 -6.39367 5.10851
C 0.44742 -7.12197 5.35470
C 0.44130 -8.51170 5.44326
C 1.63167 -9.26536 5.25182
N 1.63318 -10.62714 5.19701
C 2.77158 -11.38312 4.72143
C 0.47954 -11.43170 5.52258
C 2.84154 -8.54071 5.07322
C 2.83479 -7.15349 5.02179
C 2.89244 -4.25642 4.53887
C 3.40973 -3.13909 5.21910
C 4.45713 -2.39841 4.68810
C 5.15710 -2.87292 3.54012
N 6.21400 -2.18481 3.01538
C 7.10005 -2.79383 2.04727
C 6.62072 -0.86931 3.47400
C 4.73376 -4.09084 2.94067
C 3.60698 -4.73882 3.42170
C -1.28121 -2.87170 7.19854
C -2.23582 -2.34086 8.05676
H -3.28308 -1.32297 10.73796
H -4.80193 -0.45962 10.41323
H -4.50838 -2.04535 9.66992
H -4.01685 1.20992 7.59174
H -4.90085 1.07023 9.14347
H -3.22532 1.68282 9.12004
H -1.98556 0.93888 7.08071
H -0.23734 -0.03494 5.67506
H 1.29880 -2.18196 5.46180
H -0.40164 -4.71749 5.58362
H -0.50163 -6.59603 5.46933
H -0.49770 -9.02801 5.62868
H 3.37378 -10.79419 4.02310
H 3.42099 -11.71050 5.54682
H 2.41164 -12.28461 4.20818
H -0.21827 -10.88743 6.16329
H -0.05084 -11.75890 4.61400
H 0.80829 -12.33678 6.05146
H 3.79245 -9.06787 4.97979
H 3.79716 -6.65346 4.89268
H 3.00370 -2.85120 6.19803
H 4.72276 -1.44926 5.16574
H 7.20468 -3.86767 2.24695
H 6.75144 -2.66346 1.00951
H 8.08949 -2.32716 2.13508
H 5.86205 -0.41946 4.11916
H 7.56966 -0.93998 4.03128
H 6.77547 -0.19605 2.61523
H 5.28441 -4.51368 2.09469
H 3.27746 -5.65629 2.93085
H -1.00940 -3.92025 7.30265
H -2.75835 -2.99564 8.75827
```

Energy above the lowest of the compared OMol25 structures with the same formula, charge and spin ... 0.669 eV
LUMO ... -0.0739 Eh
Orbital gap ... 0.2513 hartree
SMILES string ... CN1CC[N+](C)=C1C[C@H](C=C(c1ccc(N(C)C)cc1)c1ccc(N(C)C)cc1)c1ccc(N(C)C)cc1
Total charge ... +1

Here are the Mulliken charges for atoms 1 to 2, given in e: atom 1 (C): -0.90, atom 2 (N): 0.16